(1)
Computed, not measured: the ion C4H5Cl2O3 with charge -1 in a non-equilibrium geometry, with ωB97M-V/def2-TZVPD.

Geometry as ORCA input:
```
! RIJCOSX wB97M-V def2-TZVPD def2/J DEFGRID3
* xyz -1 1
C 1.62 0.10 0.12
C -0.85 -1.16 -0.86
C 0.23 0.40 0.93
C -0.92 0.12 -0.14
O 2.17 1.11 -0.29
O 1.91 -1.09 0.06
O 0.42 1.69 1.37
Cl -2.55 0.37 0.67
Cl -0.79 1.32 -1.36
H -1.84 -1.37 -1.23
H -0.04 -1.26 -1.59
H -0.69 -2.00 -0.32
H 0.20 -0.22 1.83
H 1.15 1.98 0.81
*
```

Computed properties:
- molar mass (g mol⁻¹) = 171.987
- HOMO-LUMO gap (eV) = 7.806
- electronic energy (eV) = -35418.1227
- SMILES = CC(Cl)(Cl)[C@H](O)C(=O)[O-]
- HOMO (eV) = -4.45

(2)
Computed, not measured: the molecule C7H10BF3 in a non-equilibrium geometry, with ωB97M-V/def2-TZVPD.

Geometry as ORCA input:
```
! RIJCOSX wB97M-V def2-TZVPD def2/J DEFGRID3
* xyz 0 1
C -0.86 2.32 1.63
C -0.87 1.81 0.31
C -1.92 0.69 -0.10
B -1.31 -0.64 -0.79
C 0.03 -0.73 -1.70
C 1.40 -0.33 -0.96
C 1.52 -0.82 0.54
F 1.37 0.07 1.65
C 1.83 -2.16 0.91
F 1.05 -3.26 0.54
F 2.98 -2.35 1.70
H -1.33 1.74 2.50
H -0.37 3.31 1.91
H -0.12 2.29 -0.40
H -2.77 1.13 -0.74
H -2.42 0.35 0.89
H -1.93 -1.65 -0.65
H 0.15 -1.82 -2.04
H -0.13 -0.13 -2.67
H 1.43 0.82 -0.95
H 2.30 -0.65 -1.59
*
```

Computed properties:
- molar mass (g mol⁻¹) = 161.963
- HOMO-LUMO gap (eV) = 8.506
- electronic energy (eV) = -16244.0861
- SMILES = C=CCBCCC(F)=C(F)F
- HOMO (eV) = -8.81

(3)
Computed, not measured: a structure of composition C5H6O4 in a non-equilibrium geometry, with ωB97M-V/def2-TZVPD.

Geometry as ORCA input:
```
! RIJCOSX wB97M-V def2-TZVPD def2/J DEFGRID3
* xyz 0 1
C -0.08 -1.15 -0.85
C 0.48 -0.03 -1.31
C -0.14 -0.44 0.58
C -1.30 0.40 2.33
C 1.23 0.31 -2.56
O 0.71 -1.04 1.43
O 0.35 0.80 -0.16
O -0.74 0.17 3.35
O -2.32 1.12 2.05
H -0.36 -2.11 -1.20
H 2.30 0.07 -2.44
H 1.18 1.41 -2.92
H 0.73 -0.44 -3.26
H 0.89 -0.46 2.14
H -2.93 1.37 2.82
*
```

Computed properties:
- molar mass (g mol⁻¹) = 130.099
- HOMO-LUMO gap (eV) = 8.804
- electronic energy (eV) = -13467.4649
- HOMO (eV) = -8.71

(4)
Computed, not measured: a cluster of 2 separate species, C4H10O in total in a non-equilibrium geometry, with ωB97M-V/def2-TZVPD.

Geometry as ORCA input:
```
! RIJCOSX wB97M-V def2-TZVPD def2/J DEFGRID3
* xyz 0 1
C 1.56 0.83 -0.09
C 0.17 1.00 0.40
C -0.09 1.44 1.70
C -1.10 1.03 -0.47
H 1.63 0.07 -0.97
H 1.98 0.37 0.86
H 2.11 1.82 -0.52
H -1.09 1.95 1.87
H 0.58 1.46 2.50
H -1.93 1.62 -0.01
H -1.46 0.06 -0.78
H -0.82 1.49 -1.41
H -0.27 -4.43 -1.81
H -0.56 -3.98 -0.31
O -0.70 -4.71 -0.96
*
```

Computed properties:
- molar mass (g mol⁻¹) = 74.123
- HOMO-LUMO gap (eV) = 9.512
- electronic energy (eV) = -6355.8424
- SMILES = C=C(C)C.O
- HOMO (eV) = -8.94

(5)
Computed, not measured: a structure of composition C24H29Cl2N4O10Rb, with ωB97M-V/def2-TZVPD.

Geometry as ORCA input:
```
! RIJCOSX wB97M-V def2-TZVPD def2/J DEFGRID3
* xyz -2 1
Rb 0.40 -1.27 1.14
C 4.25 -0.87 -3.01
O 2.89 -1.09 -3.35
C 2.06 -1.21 -2.27
O 2.47 -1.14 -1.13
N 0.81 -1.44 -2.69
N -0.25 -1.46 -1.77
H 4.79 -0.84 -3.95
H 4.63 -1.68 -2.38
H 4.37 0.07 -2.47
H 0.60 -1.37 -3.67
H -0.60 -2.41 -1.67
H -0.95 -0.80 -2.11
O 2.45 -0.94 3.22
C 2.69 0.41 3.53
C 3.96 0.84 2.82
C 3.84 0.83 1.28
C 2.91 1.88 0.76
C 3.37 3.16 0.44
C 2.46 4.12 0.01
C 1.13 3.78 -0.09
C 0.75 2.48 0.25
N 1.62 1.56 0.66
H 1.57 -1.17 3.59
H 2.81 0.55 4.62
H 1.85 1.04 3.22
H 4.76 0.15 3.11
H 4.25 1.84 3.17
H 3.48 -0.15 0.95
H 4.84 0.98 0.85
H 4.42 3.39 0.52
H 2.80 5.11 -0.26
H 0.38 4.48 -0.43
H -0.28 2.17 0.15
C -2.86 -3.25 4.35
C -2.53 -1.97 3.59
C -3.75 -1.05 3.51
O -2.20 -2.29 2.24
C -1.37 -1.25 4.35
O -1.65 -0.76 5.45
O -0.24 -1.29 3.79
H -3.69 -3.77 3.86
H -3.12 -3.02 5.38
H -1.99 -3.92 4.35
H -4.59 -1.60 3.08
H -3.53 -0.20 2.88
H -4.00 -0.70 4.51
H -1.32 -2.71 2.26
Cl 0.72 -6.82 1.95
C -0.16 -6.27 0.50
Cl 0.33 -7.26 -0.90
C -0.07 -4.72 0.22
O -0.42 -4.40 -0.92
O 0.26 -4.03 1.20
H -1.21 -6.50 0.68
O -2.07 1.84 -1.12
C -2.14 1.80 -2.34
N -1.66 0.84 -3.17
C -1.92 1.19 -4.47
O -1.63 0.58 -5.48
C -2.65 2.52 -4.48
C -3.13 3.31 -5.51
C -3.77 4.50 -5.16
C -3.91 4.88 -3.83
C -3.42 4.07 -2.80
C -2.79 2.90 -3.16
H -3.01 3.01 -6.54
H -4.16 5.15 -5.94
H -4.41 5.81 -3.59
H -3.52 4.35 -1.76
*
```

Computed properties:
- molar mass (g mol⁻¹) = 689.888
- HOMO-LUMO gap (eV) = 7.259
- electronic energy (eV) = -77500.5272
- HOMO (eV) = -3.48

(6)
Computed, not measured: a cluster of 2 separate species, CH4O2S in total in a non-equilibrium geometry, with ωB97M-V/def2-TZVPD.

Geometry as ORCA input:
```
! RIJCOSX wB97M-V def2-TZVPD def2/J DEFGRID3
* xyz 0 1
S -1.06 2.28 0.80
H -0.23 1.71 1.67
H -1.64 1.15 0.43
O 1.88 -1.29 -0.69
C 0.97 -2.03 -0.47
O -0.32 -1.64 -0.67
H 0.97 -3.08 -0.15
H -0.22 -0.76 -1.08
*
```

Computed properties:
- molar mass (g mol⁻¹) = 80.108
- HOMO-LUMO gap (eV) = 10.601
- electronic energy (eV) = -16031.9255
- SMILES = O=CO.S
- HOMO (eV) = -9.94

(7)
Computed, not measured: a cluster of 2 separate species, C6H8N4 in total in a non-equilibrium geometry, with ωB97M-V/def2-TZVPD.

Geometry as ORCA input:
```
! RIJCOSX wB97M-V def2-TZVPD def2/J DEFGRID3
* xyz 0 1
N 0.53 -1.17 -0.07
C 0.00 0.00 0.00
C 1.62 -1.00 0.79
C 1.76 0.28 1.23
N 0.60 0.92 0.77
H -0.98 0.10 -0.47
H 2.38 -1.72 1.10
H 2.55 0.79 1.77
H 0.33 1.90 0.82
N 3.52 -3.43 -4.07
C 4.65 -4.07 -4.33
C 3.45 -3.44 -2.67
C 4.58 -4.08 -2.14
N 5.38 -4.42 -3.20
H 4.96 -4.12 -5.37
H 2.65 -3.01 -2.08
H 4.97 -4.35 -1.16
H 6.33 -4.78 -3.13
*
```

Computed properties:
- molar mass (g mol⁻¹) = 136.158
- HOMO-LUMO gap (eV) = 9.443
- electronic energy (eV) = -12311.1718
- SMILES = c1c[nH]cn1.c1c[nH]cn1
- HOMO (eV) = -8.54

(8)
Computed, not measured: the ion C3H9N2 with charge +1 in a non-equilibrium geometry, with ωB97M-V/def2-TZVPD.

Geometry as ORCA input:
```
! RIJCOSX wB97M-V def2-TZVPD def2/J DEFGRID3
* xyz 1 1
C -1.03 -0.23 0.79
C -1.75 -0.12 -0.42
C 0.42 -0.19 0.34
N 1.20 -1.10 -0.28
N 1.06 1.10 0.01
H -1.12 0.74 1.38
H -1.30 -1.06 1.56
H -2.05 -0.89 -1.07
H -1.94 0.88 -0.75
H 1.47 -0.83 -1.22
H 1.08 -2.14 -0.16
H 1.27 1.64 0.88
H 0.73 1.50 -0.86
H 1.98 0.71 -0.21
*
```

Computed properties:
- molar mass (g mol⁻¹) = 73.119
- HOMO-LUMO gap (alpha / beta) (eV) = 7.951 / 8.312
- electronic energy (eV) = -6226.4035
- HOMO (alpha / beta) (eV) = -12.10 / -12.40

(9)
Computed, not measured: a cluster of 2 separate species, C2H7N3OP in total in a non-equilibrium geometry, with ωB97M-V/def2-TZVPD.

Geometry as ORCA input:
```
! RIJCOSX wB97M-V def2-TZVPD def2/J DEFGRID3
* xyz 1 1
C -0.36 -0.94 1.42
C 0.80 1.19 1.53
N 0.24 -1.62 -2.10
N 0.03 0.19 0.93
N -0.14 0.28 -0.48
O -0.57 -2.05 1.64
P 0.31 -3.16 -1.93
H 0.09 1.85 2.26
H 1.62 0.89 2.24
H 1.19 1.84 0.69
H 0.57 -1.30 -2.96
H 0.27 -0.59 -1.04
H -1.17 0.30 -0.80
H 0.03 -3.01 -0.44
*
```

Computed properties:
- molar mass (g mol⁻¹) = 120.072
- HOMO-LUMO gap (eV) = 8.917
- electronic energy (eV) = -17982.8829
- HOMO (eV) = -13.73

(10)
Computed, not measured: the ion C2HCl2FN with charge +1 in a non-equilibrium geometry, with ωB97M-V/def2-TZVPD.

Geometry as ORCA input:
```
! RIJCOSX wB97M-V def2-TZVPD def2/J DEFGRID3
* xyz 1 3
C 0.99 -0.79 0.32
C -0.89 0.43 -0.09
N 0.29 0.38 0.42
F 0.80 -1.46 -0.85
Cl -2.24 -0.26 0.43
Cl -0.96 2.27 -1.06
H 2.01 -0.58 0.83
*
```

Computed properties:
- molar mass (g mol⁻¹) = 128.941
- HOMO-LUMO gap (alpha / beta) (eV) = 7.550 / 6.941
- electronic energy (eV) = -31327.8684
- ⟨S²⟩ = 2.042
- HOMO (alpha / beta) (eV) = -13.62 / -17.23

(11)
Computed, not measured: a structure of composition C23H49NO12S5 in a non-equilibrium geometry, with ωB97M-V/def2-TZVPD.

Geometry as ORCA input:
```
! RIJCOSX wB97M-V def2-TZVPD def2/J DEFGRID3
* xyz 0 1
C 1.92 2.87 0.60
C 0.55 3.34 1.15
O 0.33 4.00 2.12
N -0.62 2.77 0.30
H -0.51 3.25 -0.53
H -0.37 1.66 0.16
C -2.03 2.92 0.92
H 2.05 1.63 0.46
H 2.63 3.28 1.16
H 2.16 3.09 -0.31
H -2.85 2.76 0.28
H -2.03 3.89 1.35
H -2.12 2.53 1.91
O -0.26 0.35 -0.20
H -0.11 -0.45 -0.34
C -4.32 0.84 -2.30
C -2.89 0.30 -2.04
C -1.93 0.80 -2.98
S -2.67 2.45 -3.15
O -2.43 3.00 -4.53
O -2.22 3.23 -2.02
C -4.35 2.10 -3.13
H -4.73 1.03 -1.29
H -4.98 0.02 -2.86
H -2.80 -0.75 -1.94
H -2.57 0.64 -0.90
H -2.03 0.30 -3.91
H -1.00 0.69 -2.49
H -4.47 1.91 -4.24
H -4.81 3.06 -2.99
C 0.80 -0.15 3.25
C 0.01 0.76 4.14
C 0.71 0.88 5.36
S 2.35 0.44 5.17
O 2.71 -0.77 5.83
O 3.31 1.55 5.46
C 2.30 0.13 3.45
H 0.50 -0.20 2.21
H 0.49 -1.07 3.73
H -0.97 0.43 4.21
H -0.17 1.76 3.51
H 0.28 0.27 6.11
H 0.68 1.80 5.80
H 2.95 -0.64 3.30
H 2.69 1.07 2.89
C 1.67 -0.07 -3.93
C 1.62 0.79 -5.21
C 1.23 2.11 -4.90
S 1.81 2.51 -3.38
O 0.86 3.19 -2.54
O 3.11 2.89 -3.48
C 1.86 0.95 -2.70
H 2.65 -0.84 -4.18
H 1.03 -0.98 -3.84
H 1.21 0.46 -6.04
H 2.79 1.08 -5.74
H 0.14 2.06 -4.89
H 1.54 2.84 -5.80
H 1.10 0.92 -1.89
H 3.01 0.84 -2.32
C 1.79 -3.21 -0.92
C 3.06 -3.67 -1.68
C 4.18 -2.90 -1.30
S 3.98 -2.96 0.50
O 4.31 -1.71 1.11
O 4.49 -4.16 1.02
C 2.27 -3.28 0.49
H 0.94 -4.07 -1.13
H 1.54 -2.38 -1.51
H 2.82 -3.73 -2.64
H 3.30 -4.79 -1.31
H 3.90 -1.82 -1.61
H 5.03 -3.11 -1.74
H 1.73 -2.28 1.03
H 1.99 -4.16 0.87
C -1.87 -3.14 1.86
C -2.13 -3.00 3.38
C -3.50 -2.41 3.48
S -3.61 -1.22 2.32
O -3.32 0.06 2.87
O -4.94 -1.35 1.77
C -2.34 -1.86 1.18
H -2.38 -3.82 1.47
H -0.67 -3.12 1.69
H -1.31 -2.36 3.89
H -1.95 -3.71 3.90
H -3.62 -2.14 4.55
H -4.27 -3.17 3.36
H -1.53 -1.15 1.12
H -2.66 -1.89 0.09
*
```

Computed properties:
- molar mass (g mol⁻¹) = 691.975
- HOMO-LUMO gap (eV) = 9.624
- electronic energy (eV) = -104866.1647
- HOMO (eV) = -9.73

(12)
Computed, not measured: a structure of composition C4H11N3O in a non-equilibrium geometry, with ωB97M-V/def2-TZVPD.

Geometry as ORCA input:
```
! RIJCOSX wB97M-V def2-TZVPD def2/J DEFGRID3
* xyz 2 1
C -1.23 -0.72 0.21
C 0.11 0.85 1.83
C 0.10 0.67 0.26
C 1.35 0.25 -1.80
N -1.16 -1.13 1.43
N -1.99 -0.91 -0.77
N 1.32 0.16 -0.26
O -0.19 -0.53 2.29
H 1.08 1.45 2.07
H -0.69 1.54 2.19
H -0.15 1.50 -0.38
H 1.57 1.29 -2.06
H 2.10 -0.45 -2.22
H 0.41 -0.03 -2.31
H -1.72 -1.86 1.73
H -2.00 -0.57 -1.77
H -2.76 -1.58 -0.70
H 2.02 0.89 0.18
H 1.82 -0.83 0.08
*
```

Computed properties:
- molar mass (g mol⁻¹) = 117.152
- HOMO-LUMO gap (eV) = 11.078
- electronic energy (eV) = -10822.2333
- HOMO (eV) = -18.91

(13)
Computed, not measured: the molecule C12H19N3O3, with ωB97M-V/def2-TZVPD.

Geometry as ORCA input:
```
! RIJCOSX wB97M-V def2-TZVPD def2/J DEFGRID3
* xyz 0 1
C -3.09 -2.44 0.20
C -2.65 -1.03 -0.04
C -1.47 -0.72 -0.64
C -1.12 0.67 -0.85
O -0.13 1.11 -1.40
N -2.08 1.56 -0.37
C -3.23 1.16 0.24
N -3.54 -0.09 0.38
N -4.06 2.11 0.74
H -3.97 3.06 0.45
H -4.95 1.79 1.07
H -1.85 2.55 -0.44
C -0.42 -1.72 -1.04
H -0.88 -2.65 -1.37
H 0.17 -1.30 -1.85
C 0.52 -2.00 0.15
C 1.09 -0.68 0.62
O 0.59 0.00 1.49
O 2.18 -0.37 -0.06
C 2.74 0.93 0.14
C 4.27 0.85 0.14
C 4.78 0.31 -1.19
H 4.45 0.94 -2.01
H 4.39 -0.69 -1.35
H 5.87 0.27 -1.19
C 4.76 -0.01 1.31
H 5.84 -0.03 1.33
H 4.39 -1.03 1.20
H 4.40 0.39 2.25
H 4.64 1.88 0.28
H 2.37 1.33 1.09
H 2.38 1.56 -0.68
H 1.33 -2.66 -0.17
H -0.03 -2.46 0.97
H -4.10 -2.43 0.61
H -2.42 -2.93 0.91
H -3.08 -3.02 -0.72
*
```

Computed properties:
- molar mass (g mol⁻¹) = 253.302
- HOMO-LUMO gap (eV) = 8.879
- electronic energy (eV) = -23366.9779
- SMILES = Cc1nc(N)[nH]c(=O)c1CCC(=O)OCC(C)C
- HOMO (eV) = -8.20

(14)
Computed, not measured: a structure of composition C2H6BrMnO in a non-equilibrium geometry, with ωB97M-V/def2-TZVPD.

Geometry as ORCA input:
```
! RIJCOSX wB97M-V def2-TZVPD def2/J DEFGRID3
* xyz 1 6
Mn -0.29 -4.20 -3.05
Br -0.28 -2.44 -1.11
C -0.24 1.36 -0.15
C 0.10 0.56 1.09
O 1.26 -0.16 0.89
H -0.44 0.74 -1.02
H 0.56 2.05 -0.42
H -1.14 1.97 -0.04
H -0.75 -0.08 1.33
H 0.22 1.20 1.96
H 1.00 -1.01 0.53
*
```

Computed properties:
- molar mass (g mol⁻¹) = 180.911
- HOMO-LUMO gap (alpha / beta) (eV) = 4.143 / 4.228
- electronic energy (eV) = -105572.0963
- ⟨S²⟩ = 8.763
- HOMO (alpha / beta) (eV) = -12.50 / -12.50

(15)
Computed, not measured: a cluster of 2 separate species, C4H9NS in total in a non-equilibrium geometry, with ωB97M-V/def2-TZVPD.

Geometry as ORCA input:
```
! RIJCOSX wB97M-V def2-TZVPD def2/J DEFGRID3
* xyz 0 1
C 0.86 -1.12 -1.18
C 1.61 -0.17 -0.74
C -2.07 0.27 1.27
C -1.57 0.63 -0.13
N 4.05 0.52 0.03
S 2.50 0.66 0.33
H 0.37 -1.18 -2.11
H 0.82 -2.17 -0.63
H -1.36 -0.55 1.68
H -3.17 0.02 1.36
H -2.08 1.15 1.97
H -0.64 1.35 -0.13
H -1.31 -0.31 -0.52
H -2.32 1.19 -0.67
H 4.32 -0.30 -0.53
*
```

Computed properties:
- molar mass (g mol⁻¹) = 103.190
- HOMO-LUMO gap (alpha / beta) (eV) = 8.208 / 8.205
- electronic energy (eV) = -16614.8389
- HOMO (alpha / beta) (eV) = -8.46 / -8.46

(16)
Computed, not measured: a structure of composition C20H13LiN2S2Si, with ωB97M-V/def2-TZVPD.

Geometry as ORCA input:
```
! RIJCOSX wB97M-V def2-TZVPD def2/J DEFGRID3
* xyz -2 1
Li 1.50 -0.73 1.05
S 0.81 -3.06 0.94
C 1.92 -3.12 -0.39
C 1.57 -3.92 -1.49
C 2.38 -4.08 -2.61
C 1.98 -4.95 -3.67
N 1.64 -5.66 -4.51
C 3.61 -3.39 -2.67
C 3.96 -2.58 -1.59
C 3.17 -2.43 -0.44
S 3.80 -1.45 0.85
C 4.49 -3.52 -3.77
N 5.22 -3.62 -4.66
H 0.62 -4.44 -1.45
H 4.90 -2.04 -1.63
C -1.26 4.15 4.28
C -0.67 4.74 3.17
C -0.29 3.96 2.08
C -0.48 2.58 2.06
C -1.08 2.01 3.19
C -1.47 2.77 4.28
Si 0.15 1.47 0.61
C -1.51 1.03 -0.26
C -2.33 0.02 0.25
C -3.52 -0.34 -0.37
C -3.91 0.29 -1.54
C -3.11 1.29 -2.08
C -1.93 1.65 -1.44
H -1.55 4.75 5.14
H -0.50 5.81 3.16
H 0.17 4.45 1.23
H -1.23 0.94 3.22
H -1.93 2.30 5.14
H 0.55 2.60 -0.32
H -2.01 -0.52 1.13
H -4.12 -1.14 0.04
H -4.83 0.01 -2.04
H -3.40 1.78 -3.00
H -1.31 2.43 -1.87
*
```

Computed properties:
- molar mass (g mol⁻¹) = 380.499
- HOMO-LUMO gap (eV) = 5.798
- electronic energy (eV) = -53686.8635
- HOMO (eV) = -1.17

(17)
Computed, not measured: a cluster of 2 separate species, CH8N2 in total in a non-equilibrium geometry, with ωB97M-V/def2-TZVPD.

Geometry as ORCA input:
```
! RIJCOSX wB97M-V def2-TZVPD def2/J DEFGRID3
* xyz 0 1
N 1.74 1.14 -2.98
H 2.72 0.98 -3.24
H 1.68 1.01 -1.97
H 1.48 2.09 -3.21
C -0.58 -0.80 2.18
N -1.51 -0.60 1.08
H -0.95 -0.27 3.06
H 0.45 -0.44 2.02
H -0.49 -1.84 2.48
H -1.85 0.34 1.11
H -1.08 -0.91 0.22
*
```

Computed properties:
- molar mass (g mol⁻¹) = 48.089
- HOMO-LUMO gap (eV) = 10.046
- electronic energy (eV) = -4146.6255
- SMILES = CN.N
- HOMO (eV) = -9.17